1.
The following is a quantum chemistry calculation of a molecular structure, C32H51HfN2OP3, from OMol25.

orbital gap (spin up / spin down)	4.3 / 4.3	eV
total energy	-2506.143896	a.u.
molar mass	751.2	g/mol
energy relative to the best compared isomer or geometry (same formula, charge and spin)	561.9	kJ/mol
2S+1	1
LUMO energy (spin up / spin down)	-8.07 / -8.07	eV
charge	+2

Atoms and positions in Å:
C (-2.62, 1.36, -4.00)
C (-2.27, 0.06, -3.72)
C (-0.94, -0.38, -4.15)
C (0.12, 0.69, -4.09)
C (-0.29, 2.05, -4.02)
C (-1.65, 2.36, -4.13)
C (1.47, 0.29, -3.93)
C (1.82, -1.08, -3.76)
C (0.71, -2.09, -3.83)
C (0.97, -3.32, -3.11)
C (2.27, -3.77, -3.01)
C (3.33, -2.87, -3.11)
C (3.10, -1.51, -3.31)
H (-3.67, 1.62, -4.04)
H (0.44, 2.82, -3.71)
H (-1.96, 3.37, -4.33)
H (2.27, 1.04, -4.06)
H (2.46, -4.82, -2.82)
H (4.34, -3.23, -3.00)
H (3.81, -0.74, -2.95)
N (-0.57, -1.70, -4.11)
Hf (-1.14, -1.14, 0.83)
C (-3.22, -0.75, -2.85)
H (-3.27, -1.79, -3.19)
H (-4.21, -0.33, -3.06)
C (-0.11, -4.04, -2.29)
H (-1.02, -4.15, -2.90)
H (0.30, -5.06, -2.17)
P (-3.05, -0.70, -0.96)
P (-0.52, -3.50, -0.53)
C (0.83, -4.27, 0.45)
H (0.70, -3.98, 1.50)
H (0.79, -5.36, 0.37)
H (1.79, -3.90, 0.09)
C (-1.90, -4.65, -0.17)
H (-1.52, -5.68, -0.04)
H (-2.40, -4.36, 0.77)
H (-2.64, -4.63, -0.98)
C (-3.82, 0.93, -0.54)
H (-4.88, 1.01, -0.80)
H (-3.71, 1.12, 0.53)
H (-3.27, 1.73, -1.04)
C (-4.42, -1.83, -0.44)
H (-4.30, -2.12, 0.61)
H (-5.43, -1.40, -0.53)
H (-4.40, -2.78, -1.00)
C (-2.17, -2.33, 2.38)
O (-2.80, -3.01, 3.10)
H (0.43, -1.46, 0.35)
C (2.66, 2.52, -0.08)
C (1.40, 2.91, 0.74)
C (1.71, 4.23, 1.49)
C (0.31, 3.13, -0.34)
P (0.85, 1.56, 1.90)
N (-0.10, 0.53, 1.08)
C (2.33, 0.60, 2.57)
C (3.34, 1.52, 3.31)
C (1.80, -0.47, 3.54)
C (3.07, -0.15, 1.44)
C (-0.43, 2.11, 3.23)
C (-1.15, 0.88, 3.84)
C (0.17, 2.95, 4.37)
C (-1.46, 2.92, 2.42)
H (2.86, 3.29, -0.84)
H (2.51, 1.58, -0.63)
H (3.57, 2.47, 0.54)
H (2.14, 4.97, 0.78)
H (0.82, 4.70, 1.93)
H (2.46, 4.09, 2.28)
H (0.13, 2.20, -0.89)
H (-0.65, 3.47, 0.07)
H (0.64, 3.88, -1.08)
H (3.83, 2.23, 2.63)
H (2.86, 2.09, 4.13)
H (4.13, 0.89, 3.76)
H (1.01, -1.07, 3.05)
H (2.60, -1.17, 3.81)
H (1.41, -0.04, 4.47)
H (2.35, -0.62, 0.76)
H (3.75, 0.48, 0.87)
H (3.68, -0.96, 1.87)
H (-1.51, 0.16, 3.07)
H (-0.51, 0.34, 4.54)
H (-2.04, 1.23, 4.38)
H (0.74, 3.82, 4.02)
H (-0.66, 3.33, 4.98)
H (0.82, 2.35, 5.03)
H (-1.08, 3.90, 2.11)
H (-1.79, 2.36, 1.53)
H (-2.36, 3.09, 3.03)

---

2.
The following is a quantum chemistry calculation of 2 unconnected molecules or ions with the total composition C12H17N, from OMol25.

orbital gap	9.0	eV
total energy	-522.111498	a.u.
molar mass	175.3	g/mol
SMILES	Cc1c[nH]c2ccccc12.CCC
energy relative to the best compared isomer or geometry (same formula, charge and spin)	285.6	kJ/mol
2S+1	1
LUMO energy	0.88	eV

Atoms and positions in Å:
C (0.62, 2.36, -2.05)
C (0.41, 3.20, -0.81)
C (2.11, 2.32, -2.59)
H (-0.19, 2.78, -2.78)
H (0.37, 1.21, -1.81)
H (0.91, 4.21, -0.70)
H (-0.72, 3.43, -0.93)
H (1.83, 2.17, -3.58)
H (0.55, 2.72, 0.17)
H (2.65, 1.45, -2.04)
H (2.61, 3.16, -2.27)
C (-1.50, -0.04, 3.18)
C (-2.00, -0.03, 0.69)
C (-1.32, -0.52, 1.73)
C (-0.67, -1.65, -0.16)
C (-0.53, -1.58, 1.25)
C (-0.12, -2.73, -0.96)
C (0.53, -2.25, 1.85)
C (0.77, -3.50, -0.26)
C (1.15, -3.24, 1.10)
N (-1.52, -0.60, -0.51)
H (-2.76, 0.73, 0.53)
H (-2.15, -0.59, -1.18)
H (-1.72, -0.98, 3.59)
H (-2.36, 0.71, 3.17)
H (-0.44, -2.79, -1.98)
H (0.68, -2.05, 2.97)
H (1.17, -4.49, -0.62)
H (2.08, -3.62, 1.45)
H (-0.43, 0.20, 3.54)

---

3.
The following is a quantum chemistry calculation of a molecular structure, C32H41FeNO2P2, from OMol25.

orbital gap (spin up / spin down)	8.0 / 5.9	eV
total energy	-3395.378851	a.u.
molar mass	589.5	g/mol
2S+1	6
LUMO energy (spin up / spin down)	-1.83 / -4.42	eV
charge	+1

Atoms and positions in Å:
C (-1.64, -4.67, 2.08)
C (-0.63, -3.81, 1.65)
C (-0.39, -3.67, 0.25)
C (-1.22, -4.34, -0.67)
C (-2.33, -5.04, -0.20)
C (-2.53, -5.24, 1.16)
C (-0.88, -4.40, -2.13)
C (0.43, -3.74, -2.47)
C (1.21, -3.10, -1.49)
C (2.53, -2.66, -1.80)
C (3.03, -2.89, -3.08)
C (2.23, -3.45, -4.07)
C (0.93, -3.84, -3.77)
H (-1.76, -4.83, 3.15)
H (-3.02, -5.47, -0.93)
H (-3.36, -5.84, 1.52)
H (-0.78, -5.47, -2.38)
H (4.05, -2.57, -3.32)
H (2.62, -3.58, -5.08)
H (0.28, -4.26, -4.54)
N (0.65, -2.85, -0.22)
Fe (0.83, -1.24, 0.48)
C (0.17, -2.99, 2.64)
H (1.26, -3.17, 2.53)
H (-0.12, -3.19, 3.68)
C (3.36, -1.89, -0.78)
H (3.50, -2.48, 0.15)
H (4.33, -1.61, -1.19)
P (-0.15, -1.17, 2.36)
P (2.58, -0.28, -0.28)
C (2.67, 0.72, -1.78)
H (2.13, 1.67, -1.64)
H (3.72, 0.93, -2.04)
H (2.19, 0.18, -2.61)
C (3.54, 0.55, 1.02)
H (4.52, 0.86, 0.64)
H (2.98, 1.42, 1.37)
H (3.67, -0.13, 1.87)
C (-1.89, -1.05, 2.82)
H (-2.03, -1.36, 3.87)
H (-2.26, -0.03, 2.69)
H (-2.48, -1.73, 2.18)
C (0.77, -0.23, 3.62)
H (0.70, 0.83, 3.33)
H (0.32, -0.38, 4.61)
H (1.82, -0.53, 3.63)
C (-0.12, -0.28, -0.69)
O (-0.63, -0.07, -1.74)
H (-1.69, -4.09, -2.78)
C (-2.71, 1.12, 0.22)
C (-2.87, 2.51, 0.80)
C (-2.82, 2.44, 2.33)
C (-1.85, 3.50, 0.24)
C (-2.28, 4.65, -0.39)
C (-1.38, 5.60, -0.88)
C (-0.01, 5.37, -0.79)
C (0.49, 4.24, -0.19)
C (1.99, 4.00, -0.04)
C (2.79, 4.49, -1.25)
C (2.54, 4.63, 1.24)
C (-0.42, 3.28, 0.43)
O (0.03, 2.31, 1.12)
H (-1.73, 0.74, 0.52)
H (-2.73, 1.14, -0.88)
H (-3.48, 0.42, 0.58)
H (-3.86, 2.89, 0.50)
H (-1.82, 2.14, 2.64)
H (-3.03, 3.43, 2.75)
H (-3.57, 1.74, 2.71)
H (-3.36, 4.81, -0.49)
H (-1.76, 6.51, -1.35)
H (0.69, 6.12, -1.19)
H (2.12, 2.91, 0.04)
H (2.78, 5.58, -1.30)
H (3.83, 4.15, -1.18)
H (2.37, 4.09, -2.19)
H (1.99, 4.25, 2.10)
H (3.60, 4.40, 1.36)
H (2.41, 5.72, 1.20)

---

4.
The following is a quantum chemistry calculation of a molecular structure, C19H20BiN3OS2, from OMol25.

orbital gap	6.3	eV
total energy	-1985.944097	a.u.
molar mass	579.5	g/mol
energy relative to the best compared isomer or geometry (same formula, charge and spin)	0.0	kJ/mol
2S+1	1
LUMO energy	-7.45	eV
charge	+2

Atoms and positions in Å:
Bi (-0.78, 1.66, 0.73)
S (-3.72, 2.43, -2.76)
C (-2.61, 3.72, -2.80)
C (-1.64, 3.64, -1.84)
C (-1.78, 2.50, -1.04)
C (-2.88, 1.73, -1.41)
C (-3.23, 0.54, -0.70)
C (-4.26, -0.33, -1.07)
C (-4.48, -1.48, -0.34)
C (-3.68, -1.74, 0.77)
C (-2.69, -0.85, 1.11)
N (-2.46, 0.25, 0.38)
H (-2.72, 4.50, -3.54)
H (-0.87, 4.37, -1.71)
H (-4.86, -0.07, -1.93)
H (-5.25, -2.17, -0.64)
H (-3.83, -2.63, 1.37)
H (-2.03, -0.99, 1.95)
C (2.25, 0.76, 3.71)
C (2.41, -0.74, 3.45)
C (1.16, -1.07, 2.63)
O (0.21, -0.02, 2.86)
C (0.74, 0.84, 3.88)
H (2.57, 1.34, 2.85)
H (2.80, 1.10, 4.58)
H (2.38, -1.27, 4.40)
H (3.33, -1.00, 2.93)
H (0.72, -2.02, 2.93)
H (1.37, -1.10, 1.56)
H (0.45, 0.44, 4.86)
H (0.32, 1.83, 3.77)
N (4.33, -1.70, -3.36)
C (3.07, -2.03, -3.06)
S (2.42, -3.42, -3.69)
C (2.24, -1.18, -2.21)
C (0.91, -1.57, -1.93)
C (0.10, -0.79, -1.15)
N (0.53, 0.37, -0.61)
C (1.79, 0.76, -0.85)
C (2.66, 0.03, -1.63)
H (4.83, -2.32, -3.98)
H (4.81, -0.88, -3.04)
H (0.54, -2.50, -2.34)
H (-0.91, -1.08, -0.94)
H (2.09, 1.70, -0.40)
H (3.65, 0.41, -1.78)